(1)
DFT (the ωB97M-V functional and the def2-TZVPD basis) results for a molecular structure, C49H39Br2N3O3ReSb2 in a non-equilibrium geometry.

Last column: Mulliken charge in e.
Atoms and positions in Å:
Sb -1.8164 0.0587 -1.7199  -0.36
C -2.1241 2.2052 -1.6936  -0.62
H 0.3084 -1.9152 -1.3922  1.11
H 5.5307 3.1074 -3.2495  0.44
C 1.3849 3.5767 3.8970  -0.83
C 1.5179 -4.6705 0.1246  -0.95
H 1.3480 -2.7485 5.0537  0.55
C 0.9489 2.8235 2.8181  0.10
C 3.0593 -1.8710 -3.5492  -0.59
C 3.8004 2.4158 -2.2007  -0.57
O 3.9467 -0.6533 3.4982  -0.59
H 6.9870 3.0366 -1.2490  0.39
H -3.1045 2.3794 -2.1370  0.65
Re 0.7078 -0.0722 1.3157  1.47
H -1.0007 2.3929 -3.5148  0.21
C -4.2032 -0.6781 -5.9817  -0.61
H 3.6933 1.7062 1.1108  0.44
H -1.9015 0.1988 6.0124  0.58
C 1.9831 -4.9388 2.5568  -0.81
C 2.5787 -1.5984 -4.8230  -0.80
C 0.3712 2.9348 -1.9195  -0.76
C 5.4217 2.3767 0.0544  -0.57
H -4.3635 2.8240 3.7141  0.55
H -2.4324 0.0436 -6.9564  0.44
C -2.9022 -0.1991 -6.0120  -0.79
O 2.6384 -0.5464 1.6691  -0.57
C 2.4496 1.1585 3.2959  0.81
C -1.4655 0.2605 3.9044  -0.13
C -5.2824 -1.8155 1.2300  -0.61
C 0.9117 -2.4035 2.9893  -0.42
O -1.2032 0.5589 1.5026  -0.01
C -2.7975 -0.3336 -3.6164  0.82
C 2.6577 -1.0926 -2.4737  -0.97
C 5.9431 2.7644 -1.1687  -0.67
C 1.0566 -3.8658 -0.8880  -1.77
H -1.3334 3.9102 -2.7165  0.52
Br -0.2631 3.6147 1.6245  0.08
Sb 1.2865 1.1881 -0.9883  0.03
H 1.3547 -0.3069 -6.0190  0.48
C 1.9470 -4.4076 3.8168  -1.18
H 3.1834 2.4149 -3.0915  0.25
N 1.4153 1.5993 2.5434  0.92
C -0.5359 -0.8130 4.0127  -0.09
C 1.5150 -4.1912 1.4524  0.92
H -5.8113 -1.3719 -4.7402  0.43
C 4.0853 2.0064 0.1510  -0.36
C 1.7091 -0.5364 -5.0223  -0.55
C -4.1870 -2.5794 0.8506  -0.71
C -3.1922 1.5505 4.9947  -0.61
C -3.2124 -2.0322 0.0259  -0.64
H 3.8110 1.4336 4.8892  0.63
H -4.0985 -3.6068 1.1811  0.44
C -1.0342 2.8738 -2.5337  -1.01
H 6.0512 2.3469 0.9344  0.45
C -1.8165 0.8291 2.6450  0.18
C 1.3836 -3.1427 4.0459  -0.43
H -4.5676 1.0429 -0.4410  0.49
N 0.6286 -2.0696 0.6369  1.12
C 2.9703 1.8580 4.3586  -0.85
C -5.4164 -0.5148 0.7668  -0.75
H -4.7497 -0.8198 -6.9045  0.39
H -3.1545 2.1738 1.6680  0.37
C 2.3966 3.0759 4.6965  -0.79
H 2.3404 -4.9678 4.6535  0.44
Br -4.1150 2.0518 6.5624  -0.12
C 1.0256 -2.8896 1.6682  1.08
C -3.5583 2.1032 3.7597  -0.52
H 3.7584 -2.6834 -3.3952  0.52
C -4.4458 0.0344 -0.0624  -0.26
H 0.4178 3.7071 -1.1534  0.83
H 2.3752 -5.9329 2.3866  0.50
C 5.1302 2.7973 -2.2933  -0.80
C -4.7977 -0.9931 -4.7696  -0.77
H -2.3628 -2.6352 -0.2779  0.49
C -2.1914 -0.0370 -4.8292  -0.14
H 0.9453 4.5457 4.0803  0.57
C 1.3056 0.2411 -3.9447  -0.74
C -3.3395 -0.7237 -0.4264  0.45
H -0.5910 -1.4204 4.9151  0.57
C 3.2748 2.0137 -0.9754  0.77
H 3.0590 -1.2855 -1.4824  0.56
H 2.7570 3.6461 5.5418  0.51
H -6.2865 0.0702 1.0384  0.47
H -4.5683 -1.0817 -2.6406  0.41
C -2.1730 0.6372 5.0602  -0.75
H 1.8799 -5.6710 -0.0776  0.52
C -2.8921 1.7358 2.6199  -0.03
C 0.6388 -2.5673 -0.5938  -0.52
N 0.2567 -1.1575 3.0513  0.58
H 2.8974 -2.2024 -5.6619  0.43
H -2.1143 2.5626 -0.6626  -0.01
C -4.0966 -0.8286 -3.5814  -0.64
H -6.0383 -2.2436 1.8751  0.43
H 1.0982 3.2010 -2.6872  0.57
C 3.0989 -0.1334 2.8309  0.02
H 1.0393 -4.2014 -1.9146  0.60
H -1.1683 0.3064 -4.8743  0.13
H 0.6659 1.0993 -4.1136  0.56
C 1.7615 -0.0435 -2.6653  0.98

**Lowest unoccupied orbital energy (alpha / beta)**: -7.869 / -7.304 eV
**Spin multiplicity**: 2
**HOMO-LUMO gap (alpha / beta)**: 4.68 / 5.22 eV
**ΔE to the lowest compared entry with this formula, charge and spin**: 23.6 kcal/mol
**Calculated total energy**: -217335.7090 eV
**Charge**: +2


(2)
DFT (the ωB97M-V functional and the def2-TZVPD basis) results for a molecular structure, C48H53BCuN13S5.

Last column: Mulliken charge in e.
Atoms and positions in Å:
C 0.3840 -4.1640 -1.6775  0.28
C -4.6161 -2.5930 3.8598  -1.01
C -0.8882 2.8745 2.1647  0.19
H 0.2082 -2.6984 -4.5924  0.24
C 0.5718 5.0960 -1.5443  -0.06
C 1.5123 4.0819 -1.4809  -0.35
H -0.9709 4.6949 1.0388  0.26
C -3.5569 3.1958 0.5140  -0.50
H 3.2190 -3.5023 4.9868  0.42
B 1.3848 -5.6586 0.1865  0.37
H 3.9480 1.6761 3.9449  0.46
H 5.2875 -1.8988 -5.1695  0.39
H -3.6713 0.1551 -3.8728  0.51
N 0.6796 -3.9559 -2.9895  0.52
H -3.2746 2.0585 -5.3907  0.47
C -0.8303 4.2529 2.0166  0.07
H 0.1565 -6.3491 2.5224  0.56
H -6.2319 -2.1128 1.8843  0.38
H 3.3454 -5.3918 -1.8256  0.55
H 0.3710 -6.3030 0.1400  -0.17
H -6.4135 2.4004 -1.1178  0.46
C 1.9465 -4.4363 -3.2290  -0.58
H -5.1337 0.3318 -1.5531  0.58
H -0.6929 1.1899 3.4509  0.34
C -4.6877 1.1335 -0.9774  -1.12
C -2.9467 -1.9731 2.1679  -0.05
C -2.8431 2.0401 0.2447  0.50
C -0.7055 -1.6889 3.2014  -0.04
C -5.2413 -2.2741 1.4680  -0.95
N 1.9703 -3.7909 3.3466  0.27
H -5.2087 -3.2653 1.0036  0.33
H 3.4677 3.9923 3.2285  0.44
N -4.2555 -2.1279 2.5253  0.22
H -0.5338 6.1183 3.0289  0.44
S 1.0718 2.5048 -0.7903  2.50
S -1.0874 -3.7369 -0.9302  -0.71
H -0.2338 2.6081 5.4612  0.48
C 3.3575 -1.0285 -2.5340  -0.27
C 4.4450 -1.5215 -3.2338  -0.71
C 3.1428 3.1565 2.6235  -0.88
N -2.5113 -1.9768 0.9625  0.24
C 2.0570 2.3074 0.6819  0.50
N -0.1706 -1.1472 4.3517  -0.24
H -0.5007 -4.3289 -4.6673  0.36
C 2.2618 -0.4823 -4.6214  -0.26
H -2.5270 -1.4167 4.0779  0.25
S -1.1366 1.7599 0.7610  0.98
H -3.1269 3.9862 1.1130  0.46
C -1.6391 0.0741 -3.1951  -0.46
C 0.9400 6.3150 -2.0924  -0.98
H 2.5214 7.4570 -2.9800  0.44
H -5.4148 4.2171 0.2205  0.46
H 0.9682 -1.9688 2.2631  -0.70
H -5.6777 -2.8186 3.8750  0.36
H 2.0211 0.1698 0.4259  -0.32
C 2.2820 -0.5098 -3.2368  0.00
H 3.4996 3.4165 -1.9203  0.48
Cu -0.6524 -1.5402 0.1967  -1.47
H -5.0743 -1.5124 0.7071  0.16
C -0.2371 -3.5020 -4.0067  -0.85
N -0.4437 2.6329 -0.4807  -0.61
C -5.4094 2.2936 -0.7291  -0.91
H 2.2489 4.4049 1.1145  0.49
H 2.0405 -2.2073 4.7267  0.28
H 0.2162 7.1163 -2.1533  0.49
H -1.7751 -0.7538 -2.5071  0.37
C 0.7785 -5.4795 2.6399  -0.85
H 4.1592 5.6087 -2.8943  0.46
N -2.0944 -1.7666 3.2421  0.21
H 3.3200 -1.0764 -1.4535  0.20
C 2.4593 3.3943 1.4422  -0.46
C -0.1470 1.7252 -4.1511  -0.40
N 0.5289 -0.9574 -1.2274  2.23
H 3.2588 -0.2423 2.5135  0.47
N 1.3581 -4.8756 1.5450  0.64
N -0.7278 0.3971 1.0349  1.22
H -2.8049 0.1123 -0.6414  0.15
H 0.9282 -5.0007 4.7942  0.53
N 1.4281 -4.7765 -1.1052  0.12
H 5.2858 -1.9298 -2.6896  0.49
H -0.4314 4.9078 -1.1849  0.47
H -4.0706 -3.4989 4.1331  0.35
N -0.0425 -2.0850 2.1988  0.67
C -2.4596 1.6633 -4.7985  -0.88
H 2.3985 -4.3945 -4.2026  0.53
C 2.4026 -4.9300 -2.0564  -0.90
H -1.1351 -3.1420 -3.5138  0.22
H 3.3557 -0.9632 -6.3962  0.48
H 2.3871 -6.3288 0.1751  -0.22
C 2.8026 4.2442 -1.9655  -0.71
C 2.0859 -3.8251 1.9777  -0.17
H 0.8273 -1.2181 4.4472  0.01
H -0.6854 -1.1978 5.2149  0.23
C 2.7038 -2.9179 4.2242  -0.86
C 4.4459 -1.4933 -4.6228  -0.73
C -2.6832 0.5897 -3.9487  -0.76
C -4.8477 3.3180 0.0194  -0.94
C 3.1588 5.4661 -2.5092  -0.83
C 3.0217 0.7772 2.2334  -0.62
N 1.5962 1.4824 -1.8040  -0.43
C -0.6709 2.2711 3.3906  -0.59
H 3.4358 -2.3796 3.6264  0.30
H -0.1709 5.0657 5.2313  0.42
C -3.3986 1.0037 -0.4876  -0.27
C 1.1497 -4.8251 3.7562  -0.70
H -4.4434 -1.8277 4.6212  0.29
C 3.4130 1.8521 3.0203  -0.83
C -0.3837 0.6370 -3.3201  0.46
C 2.3364 0.9980 1.0505  0.18
H -3.1694 -2.2949 0.2644  0.30
C -0.5763 5.0415 3.1278  -1.00
C -0.4086 3.0657 4.4962  -0.66
H -1.0370 3.0922 -5.5391  0.47
C 3.3574 -0.9807 -5.3141  -0.86
S 0.9098 0.0292 -2.2222  0.90
S 2.9623 -2.6754 1.0945  -0.42
C -0.3695 4.4472 4.3656  -0.77
H 0.8459 2.1525 -4.1990  0.68
C 2.2321 6.5009 -2.5647  -0.47
C -1.1978 2.2393 -4.8929  -1.15
H 1.4170 -0.0761 -5.1636  0.48

**Lowest unoccupied orbital energy (alpha / beta)**: -1.941 / -2.217 eV
**Spin multiplicity**: 2
**HOMO-LUMO gap (alpha / beta)**: 6.68 / 6.40 eV
**ΔE to the lowest compared entry with this formula, charge and spin**: 12.3 kcal/mol
**Calculated total energy**: -169490.8771 eV
**Charge**: +1